Record 1
The following is a quantum chemistry calculation of a cluster of 2 separate species, C24H23F3N2O4 in total at a distorted geometry, from the OMol25 dataset.

CARTESIAN COORDINATES (ANGSTROEM)
C (2.19, -1.15, -4.56)
N (1.50, -1.17, -3.27)
C (0.97, -2.47, -2.87)
C (1.56, -0.10, -2.48)
C (1.88, -0.05, -1.07)
C (2.00, -1.18, -0.21)
C (2.20, -1.02, 1.15)
C (2.35, 0.27, 1.66)
C (2.46, 0.42, 3.14)
F (2.79, 1.69, 3.52)
F (1.28, 0.11, 3.76)
F (3.41, -0.41, 3.67)
C (2.39, 1.39, 0.85)
C (2.19, 1.22, -0.51)
H (2.12, -2.15, -4.98)
H (1.71, -0.43, -5.23)
H (3.25, -0.87, -4.42)
H (0.21, -2.79, -3.60)
H (1.79, -3.21, -2.90)
H (0.52, -2.42, -1.88)
H (1.76, 0.84, -3.02)
H (1.94, -2.19, -0.59)
H (2.25, -1.89, 1.81)
H (2.56, 2.38, 1.29)
H (2.27, 2.10, -1.15)
C (-2.86, -0.68, -1.34)
C (-3.30, -1.04, -2.75)
C (-4.37, -2.13, -2.75)
O (-3.87, 0.09, -3.42)
C (-2.95, 1.03, -3.85)
O (-3.35, 1.99, -4.48)
C (-1.52, 0.69, -3.62)
C (-0.63, 1.79, -3.99)
C (-0.87, 2.92, -2.99)
C (-0.42, 2.75, -1.69)
C (-0.54, 3.79, -0.77)
C (-1.30, 4.91, -1.11)
C (-1.55, 5.94, -0.13)
N (-1.74, 6.78, 0.65)
C (-1.89, 5.00, -2.38)
C (-1.64, 4.03, -3.34)
C (-1.38, -0.65, -4.14)
O (-0.65, -0.99, -5.07)
O (-2.22, -1.58, -3.58)
H (-1.99, -0.02, -1.33)
H (-3.68, -0.18, -0.82)
H (-2.61, -1.60, -0.80)
H (-4.50, -2.52, -3.76)
H (-4.04, -2.94, -2.10)
H (-5.32, -1.73, -2.39)
H (0.40, 1.43, -3.91)
H (-0.85, 2.12, -5.02)
H (0.02, 1.79, -1.39)
H (-0.07, 3.69, 0.21)
H (-2.57, 5.82, -2.61)
H (-2.07, 4.09, -4.34)

Computed properties:
Multiplicity: 1
Highest occupied orbital energy: -7.12 eV
Charge: 0
Electronic energy: -1638.3457 Ha
Lowest unoccupied orbital energy: -2.7 eV
Energy relative to the best compared isomer or geometry (same formula, charge and spin): 62.6 kJ/mol
HOMO-LUMO gap: 4.457 eV

Löwdin population analysis, charges in e, atoms 1 to 4:
1. C -0.007
2. N -0.134
3. C -0.015
4. C 0.030

---

Record 2
The following is a quantum chemistry calculation of the molecule C24H23N3O4, from the OMol25 dataset.

CARTESIAN COORDINATES (ANGSTROEM)
C (1.94, -1.04, 5.76)
O (1.02, -0.60, 4.78)
C (1.34, -0.93, 3.49)
O (2.35, -1.56, 3.24)
C (0.39, -0.49, 2.49)
C (-0.74, 0.22, 2.73)
N (-1.16, 0.69, 3.93)
O (-1.61, 0.61, 1.75)
C (-1.24, 0.45, 0.45)
C (-2.07, 1.05, -0.52)
C (-1.76, 0.94, -1.84)
C (-2.66, 1.55, -2.87)
N (-0.64, 0.27, -2.22)
C (-0.20, 0.20, -3.60)
C (0.94, 1.20, -3.87)
C (0.51, 2.61, -3.55)
C (0.60, 3.08, -2.24)
C (0.15, 4.35, -1.92)
C (-0.39, 5.16, -2.90)
C (-0.47, 4.70, -4.20)
C (-0.03, 3.43, -4.52)
C (0.22, -0.36, -1.31)
O (1.21, -0.96, -1.73)
C (-0.13, -0.25, 0.08)
C (0.72, -0.96, 1.09)
C (0.49, -2.45, 0.97)
C (1.51, -3.32, 0.62)
C (1.23, -4.68, 0.53)
C (-0.06, -5.10, 0.80)
N (-1.04, -4.28, 1.13)
C (-0.77, -2.99, 1.21)
H (1.56, -0.69, 6.72)
H (2.93, -0.63, 5.56)
H (2.01, -2.13, 5.75)
H (-2.10, 1.04, 3.99)
H (-0.70, 0.32, 4.76)
H (-2.95, 1.58, -0.20)
H (-2.12, 2.27, -3.49)
H (-3.48, 2.06, -2.38)
H (-3.07, 0.78, -3.52)
H (0.19, -0.81, -3.77)
H (-1.04, 0.38, -4.28)
H (1.22, 1.12, -4.92)
H (1.79, 0.91, -3.26)
H (1.04, 2.45, -1.48)
H (0.22, 4.70, -0.90)
H (-0.74, 6.15, -2.65)
H (-0.89, 5.34, -4.98)
H (-0.10, 3.08, -5.54)
H (1.78, -0.77, 0.87)
H (2.50, -2.95, 0.42)
H (2.00, -5.39, 0.26)
H (-0.33, -6.15, 0.75)
H (-1.60, -2.36, 1.49)

Computed properties:
Multiplicity: 1
Highest occupied orbital energy: -8.21 eV
Charge: 0
Electronic energy: -1393.6416 Ha
Lowest unoccupied orbital energy: 0.6 eV
Energy relative to the best compared isomer or geometry (same formula, charge and spin): 59.8 kJ/mol
SMILES: COC(=O)C1=C(N)Oc2cc(C)n(CCc3ccccc3)c(=O)c2[C@@H]1c1cccnc1
HOMO-LUMO gap: 8.835 eV

Löwdin population analysis, charges in e, atoms 1 to 4:
1. C -0.050
2. O -0.080
3. C -0.433
4. O 0.115

---

Record 3
The following is a quantum chemistry calculation of a structure of composition C24H23N6ORhS3 at a distorted geometry, from the OMol25 dataset.

CARTESIAN COORDINATES (ANGSTROEM)
Rh (-1.17, -0.83, 1.44)
C (1.58, -2.92, 1.70)
C (1.34, -1.75, 0.79)
N (0.90, -0.62, 1.34)
N (1.32, 0.53, 0.76)
C (0.56, 1.53, 0.52)
S (-1.17, 1.59, 0.59)
S (1.35, 2.97, -0.15)
C (0.89, 2.71, -1.92)
C (2.11, 2.46, -2.76)
C (2.48, 3.35, -3.76)
C (3.61, 3.12, -4.53)
C (4.39, 2.00, -4.29)
C (4.03, 1.11, -3.28)
C (2.90, 1.34, -2.52)
C (1.51, -1.81, -0.62)
C (2.53, -2.55, -1.25)
C (2.67, -2.53, -2.61)
C (1.76, -1.80, -3.39)
C (0.71, -1.13, -2.82)
C (0.50, -1.15, -1.41)
O (-0.58, -0.68, -0.92)
H (2.60, -2.89, 2.08)
H (1.42, -3.86, 1.18)
H (0.90, -2.85, 2.55)
H (0.35, 3.60, -2.24)
H (0.21, 1.86, -1.93)
H (1.87, 4.23, -3.95)
H (3.90, 3.82, -5.30)
H (5.28, 1.82, -4.88)
H (4.65, 0.24, -3.08)
H (2.63, 0.65, -1.73)
H (3.24, -3.10, -0.63)
H (3.49, -3.06, -3.08)
H (1.88, -1.78, -4.47)
H (-0.02, -0.60, -3.43)
C (-5.17, -0.08, 2.90)
C (-3.70, -0.12, 2.59)
N (-3.22, -0.82, 1.61)
N (-4.01, -1.58, 0.85)
C (-3.38, -2.54, 0.22)
N (-4.07, -3.27, -0.67)
S (-1.73, -2.98, 0.52)
C (-2.72, 0.61, 3.37)
C (-3.04, 1.67, 4.21)
C (-2.03, 2.34, 4.87)
C (-0.71, 1.92, 4.70)
C (-0.47, 0.85, 3.87)
N (-1.44, 0.21, 3.23)
H (-5.68, -0.82, 2.30)
H (-5.58, 0.91, 2.66)
H (-5.34, -0.27, 3.96)
H (-5.03, -3.05, -0.85)
H (-3.65, -4.09, -1.06)
H (-4.07, 1.99, 4.31)
H (-2.25, 3.19, 5.51)
H (0.11, 2.43, 5.19)
H (0.54, 0.49, 3.70)

Computed properties:
Multiplicity: 1
Highest occupied orbital energy (spin up / spin down): -7.04 / -7.04 eV
Charge: 0
Electronic energy: -2637.1946 Ha
Lowest unoccupied orbital energy (spin up / spin down): -1.1 / -1.1 eV
Energy relative to the best compared isomer or geometry (same formula, charge and spin): 85.5 kJ/mol
HOMO-LUMO gap (spin up / spin down): 5.894 / 5.897 eV

Löwdin population analysis, charges in e, atoms 1 to 4:
1. Rh 0.843
2. C -0.042
3. C -0.317
4. N -0.141

---

Record 4
The following is a quantum chemistry calculation of a cluster of 2 separate species, C24H23N7O4 in total at a distorted geometry, from the OMol25 dataset.

CARTESIAN COORDINATES (ANGSTROEM)
O (-1.20, -0.12, -3.57)
N (-0.67, 0.14, -2.48)
O (-1.29, 0.63, -1.51)
C (0.74, -0.10, -2.30)
C (1.56, -0.54, -3.36)
C (2.94, -0.67, -3.20)
N (3.77, -1.14, -4.31)
O (4.99, -1.28, -4.17)
O (3.15, -1.38, -5.38)
C (3.54, -0.28, -1.94)
N (4.80, -0.13, -1.45)
N (4.66, 0.27, -0.17)
N (3.38, 0.40, 0.17)
N (2.65, 0.07, -0.92)
C (1.28, 0.09, -1.03)
H (1.12, -0.77, -4.32)
H (0.76, 0.44, -0.15)
C (0.00, -1.81, 2.98)
C (-0.74, -0.64, 3.19)
C (-0.04, 0.67, 3.23)
C (0.97, 0.92, 2.28)
C (1.64, 2.13, 2.24)
C (1.35, 3.11, 3.19)
C (0.38, 2.88, 4.17)
C (-0.32, 1.66, 4.20)
N (-2.11, -0.65, 3.34)
C (-2.76, -1.94, 3.51)
C (-4.28, -1.92, 3.73)
C (-5.01, -0.89, 2.88)
C (-4.37, 0.47, 3.11)
C (-2.87, 0.48, 2.81)
C (1.41, -1.95, 3.29)
C (2.09, -1.12, 4.22)
C (3.48, -1.07, 4.26)
C (4.23, -1.90, 3.40)
C (3.58, -2.85, 2.60)
C (2.18, -2.92, 2.59)
H (-0.51, -2.72, 2.61)
H (1.25, 0.12, 1.60)
H (2.42, 2.26, 1.48)
H (1.90, 4.06, 3.17)
H (0.16, 3.62, 4.95)
H (-1.07, 1.46, 4.97)
H (-2.57, -2.57, 2.63)
H (-2.28, -2.45, 4.36)
H (-4.63, -2.93, 3.50)
H (-4.49, -1.74, 4.79)
H (-4.98, -1.15, 1.82)
H (-6.05, -0.84, 3.19)
H (-4.82, 1.24, 2.47)
H (-4.54, 0.79, 4.15)
H (-2.45, 1.41, 3.21)
H (-2.73, 0.54, 1.72)
H (1.51, -0.48, 4.89)
H (3.99, -0.39, 4.96)
H (5.32, -1.80, 3.37)
H (4.17, -3.55, 2.00)
H (1.67, -3.67, 2.00)

Computed properties:
Multiplicity: 1
Highest occupied orbital energy: -7.21 eV
Charge: 0
Electronic energy: -1612.3137 Ha
Lowest unoccupied orbital energy: -2.3 eV
Energy relative to the best compared isomer or geometry (same formula, charge and spin): 0.0 kJ/mol
SMILES: O=[N+]([O-])c1cc([N+](=O)[O-])c2nnnn2c1.C(=C(/c1ccccc1)N1CCCCC1)/c1ccccc1
HOMO-LUMO gap: 4.881 eV

Löwdin population analysis, charges in e, atoms 1 to 4:
1. O 0.089
2. N -0.312
3. O 0.073
4. C -0.098